# C41H50AsBaBrN5O3SSi

A structure of composition C41H50AsBaBrN5O3SSi at a distorted geometry (the ωB97M-V functional and the def2-TZVPD basis, the OMol25 dataset).

Results
Orbital gap   6.04 eV
E   -7615.04987 Eh
Energy relative to the best compared isomer or geometry (same formula, charge and spin)   21.1 kcal/mol
HOMO level   -0.1445 Ha
Strongest force on any atom   4.51 eV/A

Geometry as ORCA input:
```
! wB97M-V def2-TZVPD RIJCOSX def2/J DEFGRID3
* xyz -1 1
Ba -1.224 -0.534 0.577
O -0.173 -4.109 0.407
C -0.019 -2.984 -0.045
O 0.498 -1.957 0.540
C -0.545 -2.725 -1.474
C -0.877 -3.828 -2.298
C -1.346 -3.584 -3.550
C -1.496 -2.251 -4.005
C -1.963 -1.923 -5.303
C -2.091 -0.618 -5.676
C -1.756 0.422 -4.773
C -1.302 0.133 -3.522
C -1.162 -1.218 -3.116
N -0.691 -1.478 -1.856
H -0.748 -4.823 -1.898
H -1.616 -4.401 -4.210
H -2.212 -2.724 -5.989
H -2.453 -0.371 -6.667
H -1.872 1.455 -5.077
H -1.046 0.910 -2.814
O 2.899 0.062 0.623
C 3.742 -1.037 0.865
C 3.816 -2.003 -0.301
C 4.767 -3.021 -0.291
C 4.783 -3.930 -1.329
C 3.849 -3.804 -2.349
C 2.955 -2.751 -2.282
N 2.939 -1.858 -1.286
H 2.062 -0.341 0.346
H 3.416 -1.597 1.750
H 4.738 -0.645 1.073
H 5.474 -3.095 0.528
H 5.516 -4.727 -1.348
H 3.813 -4.503 -3.175
H 2.212 -2.608 -3.061
S -3.518 0.858 -0.825
C -4.257 -0.703 -0.557
C -5.633 -0.927 -0.809
C -6.193 -2.157 -0.578
C -5.401 -3.207 -0.100
C -4.074 -2.938 0.123
N -3.506 -1.736 -0.089
H -6.220 -0.097 -1.178
H -7.251 -2.313 -0.762
H -5.806 -4.190 0.094
H -3.407 -3.711 0.493
C 0.635 -2.090 4.158
Si -1.184 -1.636 4.104
C -2.064 -3.020 3.192
C -1.836 -1.707 5.870
N -1.503 -0.197 3.260
C -1.684 1.025 3.846
C -1.202 1.385 5.136
C -1.495 2.610 5.723
C -2.267 3.563 5.064
C -2.717 3.257 3.779
C -2.428 2.042 3.180
H 0.819 -2.969 4.789
H 1.232 -1.254 4.542
H 0.983 -2.325 3.144
H -2.147 -3.909 3.828
H -1.527 -3.342 2.290
H -3.073 -2.703 2.909
H -2.164 -2.728 6.097
H -2.693 -1.036 5.996
H -1.083 -1.422 6.612
H -0.606 0.664 5.686
H -1.115 2.819 6.718
H -2.512 4.507 5.534
H -3.315 3.978 3.231
H -2.830 1.826 2.193
Br -1.476 4.236 -0.418
C -0.361 3.824 1.080
C -0.264 4.746 2.109
C 0.485 4.380 3.213
C 1.110 3.144 3.228
C 0.985 2.332 2.118
N 0.256 2.668 1.042
H -0.785 5.690 2.055
H 0.562 5.049 4.062
H 1.677 2.807 4.085
H 1.507 1.383 2.062
C 2.237 3.853 -4.155
C 1.268 3.217 -3.166
As 1.993 1.911 -1.884
C 3.519 2.959 -1.238
C 3.120 4.189 -0.424
C 3.040 0.846 -3.160
C 2.155 0.044 -4.111
H 1.724 4.572 -4.799
H 2.702 3.109 -4.805
H 3.039 4.393 -3.648
H 0.463 2.698 -3.694
H 0.775 3.982 -2.561
H 4.125 3.243 -2.100
H 4.113 2.269 -0.635
H 2.450 4.845 -0.986
H 3.998 4.779 -0.148
H 2.604 3.913 0.497
H 3.646 0.171 -2.551
H 3.725 1.499 -3.705
H 1.430 -0.556 -3.556
H 2.745 -0.637 -4.732
H 1.588 0.694 -4.783
*
```

Here are the Löwdin charges for atoms 1 to 2, given in e:
1. Ba 1.764
2. O 0.041